{
  "formula": "C39H78BClF5N2O16P4",
  "method": "ωB97M-V with the def2-TZVPD basis set",
  "e_above_lowest_kj_mol": 1691.1,
  "multiplicity": 1,
  "e_homo_ha": -0.1844,
  "max_force_ev_per_a": 10.12,
  "total_charge": -1,
  "lumo_energy_ev": -0.9,
  "species": ["C", "C", "C", "C", "N", "C", "C", "C", "N", "O", "P", "C", "C", "C", "Cl", "C", "F", "F", "C", "F", "F", "F", "O", "C", "B", "O", "O", "C", "C", "C", "C", "C", "C", "C", "C", "H", "H", "H", "H", "H", "H", "H", "H", "H", "H", "H", "H", "H", "H", "H", "H", "H", "H", "H", "H", "H", "H", "H", "H", "H", "H", "H", "H", "H", "H", "H", "H", "H", "O", "P", "O", "C", "C", "O", "C", "C", "O", "C", "C", "H", "H", "H", "H", "H", "H", "H", "H", "H", "H", "H", "H", "H", "H", "H", "O", "P", "O", "C", "C", "O", "C", "C", "O", "C", "C", "H", "H", "H", "H", "H", "H", "H", "H", "H", "H", "H", "H", "H", "H", "H", "O", "P", "O", "C", "C", "O", "C", "C", "O", "C", "C", "H", "H", "H", "H", "H", "H", "H", "H", "H", "H", "H", "H", "H", "H", "H"],
  "positions_angstrom": [[3.961178, -0.392275, 6.500164], [3.616947, -1.444627, 5.245878], [4.923881, -1.476100, 4.270112], [4.843919, -2.467638, 2.978729], [3.652418, -2.301944, 2.073441], [3.996667, -1.521514, 0.792591], [4.938261, -2.434700, -0.232287], [5.729948, -1.472332, -1.348812], [5.486701, -1.658853, -2.688462], [4.871536, -0.317188, 0.936065], [4.091018, 1.248305, 0.612328], [3.992344, 1.784289, 2.431720], [5.354532, 2.275410, 3.163506], [5.606834, 3.920583, 3.148756], [6.937617, 1.480874, 2.668697], [3.519031, 2.903119, -0.197209], [4.175126, 4.109461, 0.347563], [3.947677, 2.834906, -1.645764], [1.913628, 3.171390, -0.218208], [1.176234, 2.425912, -1.307732], [1.760214, 4.621507, -0.629082], [1.218129, 3.085625, 1.089660], [2.498460, 0.470369, 0.503665], [2.517742, -1.000058, 0.209549], [2.117311, -1.388787, -1.351458], [1.886993, -0.282287, -2.348738], [2.025443, -2.778168, -1.834282], [1.367771, -2.889342, -3.141036], [2.353646, -2.677978, -4.440438], [1.362644, -1.516615, 1.305011], [0.905829, -0.600846, 2.597224], [-0.197479, -1.139146, 3.733008], [-0.908346, -2.623252, 3.648080], [-0.488465, -3.538767, 2.313147], [0.616564, -3.008058, 1.176509], [3.109790, 0.444263, 6.496766], [3.992686, -0.970702, 7.518093], [4.957238, 0.156587, 6.213162], [3.238716, -2.480624, 5.631318], [2.744548, -0.939541, 4.653771], [5.202081, -0.405133, 3.893584], [5.833448, -1.864994, 4.938880], [4.791667, -3.579490, 3.411229], [5.894516, -2.406255, 2.436299], [3.470424, -3.283100, 1.701117], [5.825576, -2.989911, 0.342743], [4.333162, -3.315050, -0.750253], [6.535230, -0.660063, -1.044395], [4.761851, -2.437601, -2.705113], [5.425135, 1.790729, 0.309684], [4.181207, 0.798634, -0.783894], [3.601554, 0.832479, 3.038747], [3.171420, 2.622318, 2.657128], [5.213678, 2.022497, 4.323268], [6.296945, 4.269383, 2.261008], [4.531528, 4.416959, 3.068368], [6.022084, 4.250846, 4.212108], [0.892050, -0.145906, -2.329095], [0.969477, -4.012756, -3.217300], [0.383437, -2.222767, -3.232034], [2.403855, -1.533789, -4.696184], [1.894963, -3.224089, -5.396196], [3.436810, -3.106226, -4.309672], [1.339136, 0.487360, 2.828693], [-0.477219, -0.464826, 4.675665], [-1.652858, -2.983463, 4.478943], [-1.005632, -4.584178, 2.207461], [0.850210, -3.763681, 0.310395], [-3.182342, 3.831724, -2.653123], [-3.616544, 5.086698, -1.857045], [-4.060311, 5.954651, -3.195664], [-5.345314, 5.719432, -3.738502], [-6.437453, 6.248416, -2.830511], [-2.058146, 5.688132, -1.746103], [-0.961068, 4.776840, -1.788678], [-0.452984, 4.586047, -3.211314], [-4.101702, 6.488950, -0.967543], [-4.147820, 6.315080, 0.443288], [-2.781296, 6.059158, 1.054695], [-5.477273, 4.649757, -3.929260], [-5.391349, 6.237512, -4.701114], [-6.473720, 5.685096, -1.892815], [-7.414737, 6.163248, -3.316028], [-6.260570, 7.296986, -2.573226], [-1.236410, 3.824326, -1.322981], [-0.157002, 5.191424, -1.172434], [-1.253370, 4.472133, -3.950819], [0.201973, 3.711184, -3.274144], [0.120000, 5.465223, -3.526252], [-4.835625, 5.497142, 0.679387], [-4.564432, 7.234128, 0.866952], [-2.412716, 5.065514, 0.779028], [-2.827339, 6.101303, 2.146425], [-2.046769, 6.790894, 0.702046], [0.802509, 0.387173, -6.951295], [0.285647, 1.309740, -8.082205], [1.194193, 0.597730, -9.269538], [0.696719, -0.587857, -9.859570], [-0.516390, -0.311198, -10.724940], [1.366680, 2.536437, -7.722739], [1.859002, 2.654763, -6.388774], [3.157144, 1.880352, -6.205580], [-0.291871, 2.340574, -9.345832], [-1.382025, 3.178418, -8.981991], [-1.012304, 4.210420, -7.930810], [0.464249, -1.320637, -9.080468], [1.497152, -1.003201, -10.479201], [-1.363803, 0.019831, -10.116477], [-0.817530, -1.215158, -11.263675], [-0.308522, 0.480442, -11.450942], [1.093749, 2.343646, -5.669353], [2.042674, 3.715808, -6.192288], [3.144521, 0.887944, -6.669723], [3.389851, 1.761224, -5.142585], [3.985594, 2.419332, -6.678462], [-2.211214, 2.554007, -8.635007], [-1.709331, 3.692824, -9.890815], [-0.842099, 3.732229, -6.960482], [-1.815481, 4.941000, -7.800690], [-0.092286, 4.739067, -8.201786], [-4.926116, -4.169034, 7.105869], [-5.316107, -5.665301, 7.185394], [-3.860445, -6.219167, 6.622852], [-2.796146, -6.334212, 7.547659], [-3.033082, -7.463953, 8.529791], [-6.100553, -5.650680, 5.706522], [-6.656720, -4.425626, 5.231372], [-5.664352, -3.666148, 4.361404], [-5.751866, -7.337162, 7.274252], [-6.982231, -7.599386, 7.937760], [-8.185633, -7.039039, 7.199832], [-2.654413, -5.383002, 8.070268], [-1.887170, -6.537385, 6.973525], [-3.885019, -7.244240, 9.180827], [-2.152177, -7.613805, 9.161943], [-3.256156, -8.398641, 8.006745], [-7.013548, -3.816852, 6.069250], [-7.543348, -4.668379, 4.637133], [-4.646577, -3.653145, 4.766897], [-5.990777, -2.631573, 4.215109], [-5.586517, -4.142281, 3.377694], [-6.931584, -7.197717, 8.954588], [-7.081422, -8.686672, 8.013095], [-8.199730, -5.945428, 7.254501], [-9.118284, -7.402090, 7.640434], [-8.163197, -7.314170, 6.140055]],
  "forces_ev_per_angstrom": [[-0.761, -0.032, -1.082], [0.021, 1.521, -0.316], [0.304, -0.685, 0.211], [1.220, -1.116, 1.315], [2.450, -0.453, -1.087], [1.593, 0.747, -0.897], [0.919, 0.137, -0.264], [-1.256, -1.281, -3.303], [0.186, -0.303, 5.412], [-2.595, -2.376, 1.549], [1.959, -1.742, -3.476], [-0.996, -0.331, 2.069], [-0.865, 1.618, 1.756], [-0.945, -0.226, 0.375], [-0.973, 0.238, 0.314], [0.065, 1.122, -1.555], [-1.898, -2.657, -1.314], [-1.425, 0.866, 3.796], [-1.917, 2.393, -1.533], [2.290, 2.382, 4.212], [0.162, -3.994, 1.291], [2.174, -0.032, -4.480], [-0.026, -1.659, 0.443], [-0.453, 1.143, 2.479], [0.111, 0.410, -2.051], [-1.495, -2.645, 2.512], [-0.606, 3.342, -0.132], [-0.817, -1.675, -1.626], [-0.469, 0.499, -0.487], [-3.267, -1.852, 2.647], [-1.774, -2.873, 0.261], [0.696, -2.648, -2.595], [3.470, 1.920, -3.714], [1.505, 3.603, 0.866], [-1.350, 1.906, 3.390], [1.855, -1.875, 0.357], [0.139, 1.402, -1.887], [-1.768, -1.144, 0.962], [0.950, 1.843, -0.815], [1.512, -1.252, 0.972], [-0.650, -1.955, 0.816], [-1.751, 0.844, -1.506], [0.036, 2.289, -0.835], [-2.103, 0.055, 0.900], [-0.042, 1.689, 0.658], [-2.027, 1.371, -0.786], [1.130, 2.049, 0.770], [-1.997, -1.878, -0.394], [0.931, 1.158, -0.148], [-0.445, 0.067, 1.099], [-0.169, 0.401, 0.281], [0.887, 1.951, -1.361], [1.828, -1.660, -0.651], [0.415, 0.337, -2.606], [-1.493, -0.763, 1.893], [2.339, -0.918, -0.041], [-0.536, -0.748, -2.421], [1.678, 0.150, -0.155], [0.917, 2.350, 0.432], [2.357, -1.217, 0.244], [0.120, -2.271, 0.569], [0.793, 1.119, 2.176], [-2.182, 0.827, 0.045], [-0.954, -2.802, -0.963], [0.824, -1.478, -2.402], [1.613, 0.710, -1.933], [1.235, 2.202, 0.059], [-0.393, 1.844, 1.766], [-3.273, -0.966, 3.324], [6.330, 4.838, -6.236], [-0.769, -0.246, 0.260], [-0.172, 0.154, -0.150], [-0.314, 0.047, 0.080], [-1.117, -0.431, 1.222], [0.500, -0.277, -0.082], [0.183, 0.117, -0.298], [-1.255, -3.283, 0.763], [0.122, 0.306, 0.893], [0.241, -0.169, 0.022], [-0.036, -0.028, -0.062], [0.159, -0.056, 0.084], [-0.091, 0.033, -0.050], [0.076, -0.028, 0.044], [0.012, -0.160, -0.082], [0.049, 0.109, -0.242], [-0.451, 0.123, -0.190], [-0.068, -0.125, 0.321], [-0.057, 0.160, 0.068], [0.010, -0.104, 0.104], [-0.061, 0.120, 0.198], [-0.062, -0.057, -0.219], [0.068, 0.114, 0.095], [-0.112, 0.007, -0.086], [-0.202, -0.136, 0.048], [-4.758, 0.034, -0.363], [9.772, 1.504, -1.747], [-0.773, -0.298, -0.113], [0.036, -0.160, -0.256], [-0.243, -0.089, -0.191], [-1.607, 0.172, 0.091], [0.328, -0.159, 0.473], [0.332, 0.017, -0.035], [-2.219, -1.772, 2.190], [-0.474, 0.804, -0.039], [0.085, 0.071, 0.275], [0.023, -0.070, -0.011], [0.024, 0.120, 0.159], [-0.019, -0.067, -0.083], [0.012, 0.059, 0.074], [0.024, -0.128, 0.121], [0.220, -0.088, -0.112], [-0.065, -0.021, -0.252], [-0.301, 0.154, 0.170], [-0.037, 0.028, -0.116], [-0.106, 0.008, 0.093], [-0.147, 0.164, -0.093], [0.102, -0.208, -0.023], [-0.006, 0.152, -0.035], [-0.008, -0.117, -0.070], [-0.199, -0.145, 0.000], [-1.628, -1.283, 4.292], [3.398, -0.330, -9.464], [-0.215, -0.040, 0.812], [0.404, -0.177, 0.104], [0.079, -0.175, 0.236], [-0.880, -0.172, 1.232], [0.082, 0.393, -0.156], [0.159, -0.030, -0.327], [-0.485, 2.288, 2.767], [-0.754, -0.500, 0.122], [-0.172, 0.217, -0.117], [0.074, 0.014, -0.006], [-0.185, 0.106, -0.062], [0.076, -0.043, 0.061], [-0.093, 0.047, -0.047], [0.062, 0.165, 0.034], [0.213, -0.016, -0.141], [0.109, -0.245, 0.041], [-0.335, 0.023, 0.196], [0.026, -0.126, 0.006], [-0.077, 0.079, 0.112], [-0.138, -0.190, 0.064], [0.208, 0.105, -0.012], [-0.089, -0.089, -0.053], [0.130, -0.030, 0.052], [0.047, 0.017, 0.243]]
}



{
  "formula": "C5H9ClN4O3S",
  "method": "ωB97M-V with the def2-TZVPD basis set",
  "multiplicity": 1,
  "smiles": "CCCCn1nnn(S(=O)(=O)Cl)c1=O",
  "e_homo_ha": -0.3900,
  "max_force_ev_per_a": 4.44,
  "total_charge": 0,
  "lumo_energy_ev": 0.0,
  "species": ["C", "C", "C", "C", "N", "N", "N", "N", "S", "O", "O", "Cl", "C", "O", "H", "H", "H", "H", "H", "H", "H", "H", "H"],
  "positions_angstrom": [[2.060147, 0.666813, 0.090741], [1.883209, -0.615864, -0.849815], [0.968787, -0.523560, -2.078802], [-0.342571, -1.142847, -1.714464], [-0.922396, -0.381681, -0.570846], [-0.824685, 0.997401, -0.589225], [-1.228284, 1.480784, 0.472277], [-1.690004, 0.484077, 1.317980], [-2.243067, 1.140931, 2.765454], [-2.401675, 0.091742, 3.704826], [-3.268640, 2.065363, 2.583401], [-0.645948, 2.218789, 3.339879], [-1.467426, -0.918897, 0.483479], [-1.776545, -1.939131, 0.941316], [2.015277, 1.677025, -0.377441], [1.123494, 0.689197, 0.676551], [2.981747, 0.435728, 0.645241], [2.808080, -0.783153, -1.280128], [1.733904, -1.521980, -0.317714], [1.081924, 0.526083, -2.463519], [1.410656, -1.271232, -2.847932], [-0.199520, -2.196111, -1.448465], [-1.056464, -1.179479, -2.482794]],
  "forces_ev_per_angstrom": [[-1.567, -1.446, -0.581], [0.098, 2.448, -0.327], [1.843, -1.087, -0.690], [-0.337, 0.761, 0.761], [0.567, -0.290, -1.802], [0.150, -0.216, -0.343], [-0.952, -0.558, 0.736], [0.779, 0.529, -1.782], [1.037, -1.720, 0.974], [0.225, -0.416, -0.394], [-1.283, 1.227, -0.956], [0.317, 0.030, -0.013], [-0.863, 2.951, 3.207], [-0.244, -2.154, 0.000], [0.664, -0.974, -0.223], [1.061, -0.024, 0.670], [-0.570, 0.717, 0.219], [2.311, -0.164, -0.739], [-0.612, -0.633, 1.011], [-0.972, -1.130, 0.068], [-0.657, 1.452, 0.875], [0.069, 0.382, 0.550], [-1.062, 0.314, -1.221]]
}



In the order shown, the computed frontier orbital gap values come out to 4.12 10.63 eV.